Record 1
Cd4N4O12 as an isolated structure, computed with ωB97M-V with the def2-TZVPD basis set.

Geometry (Å):
Cd 13.677 -15.036 6.525
Cd 13.614 -19.223 2.966
Cd 17.431 -15.476 2.997
Cd 15.371 -19.959 8.000
N 14.859 -16.230 2.118
O 14.847 -17.472 2.274
O 13.985 -15.536 1.650
O 15.707 -15.596 2.826
N 13.185 -17.605 8.612
O 14.211 -18.389 8.500
O 12.214 -18.221 8.972
O 13.265 -16.455 8.222
N 15.642 -17.329 5.289
O 16.395 -17.078 4.374
O 15.025 -16.303 5.589
O 15.140 -18.459 5.553
N 11.613 -17.082 4.917
O 10.447 -17.156 4.939
O 12.236 -16.287 5.675
O 12.337 -17.775 4.138

Summary:
Kohn-Sham gap: 5.8 eV
highest occupied orbital energy: -22.40 eV
net charge: +4

Record 2
CdCl11HfO44 as an isolated structure, computed with ωB97M-V with the def2-TZVPD basis set.

Geometry (Å):
Cd -1.867 -2.386 2.427
Hf 1.746 2.289 1.486
Cl -0.151 -4.252 -1.250
O -1.232 -3.338 -1.010
O 0.825 -3.757 -2.275
O 0.519 -4.510 0.012
O -0.725 -5.562 -1.870
Cl -2.185 3.295 -3.178
O -3.592 3.044 -3.545
O -1.390 3.068 -4.414
O -2.119 4.747 -2.743
O -1.813 2.346 -2.101
Cl -0.770 -0.309 -4.797
O -0.418 0.885 -5.703
O -1.544 -1.375 -5.685
O 0.576 -0.909 -4.388
O -1.618 0.090 -3.563
Cl 0.291 0.143 4.008
O 1.529 -0.718 3.979
O 0.607 1.350 3.072
O -0.931 -0.606 3.484
O 0.097 0.537 5.357
Cl -4.900 -0.925 0.482
O -3.711 -1.573 1.110
O -6.020 -1.827 0.257
O -5.264 0.393 1.234
O -4.358 -0.541 -0.966
Cl -1.364 3.652 1.482
O -2.058 2.385 1.204
O -1.856 4.826 0.577
O -1.598 4.061 2.883
O 0.031 3.428 1.396
Cl 3.260 -1.020 1.833
O 2.261 -1.976 1.425
O 3.796 -1.435 3.217
O 4.375 -0.829 0.827
O 2.484 0.234 1.885
Cl 3.577 -0.167 -2.050
O 3.471 0.815 -3.186
O 2.887 0.447 -1.000
O 2.942 -1.383 -2.500
O 4.959 -0.443 -1.627
Cl 1.022 -3.653 4.619
O 2.416 -2.970 4.780
O 0.211 -2.980 3.530
O 1.206 -5.124 4.282
O 0.242 -3.609 5.894
Cl -0.164 -0.467 -0.019
O -0.452 -1.257 1.234
O -1.465 -0.121 -0.626
O 0.552 0.833 0.447
O 0.619 -1.190 -1.007
Cl 1.445 3.704 -1.788
O 0.990 2.655 -2.700
O 2.632 4.394 -2.274
O 0.346 4.687 -1.658
O 1.644 2.919 -0.502

Summary:
Kohn-Sham gap: 2.2 eV
highest occupied orbital energy: 3.63 eV
net charge: -5

Record 3
CdH11O6 as an isolated structure, computed with ωB97M-V with the def2-TZVPD basis set.

Geometry (Å):
Cd -0.034 0.029 0.183
O -0.769 1.169 1.719
H -1.648 1.514 1.500
O 0.769 -1.147 -1.468
H 1.673 -1.414 -1.651
H 0.264 -1.403 -2.243
O 2.026 0.090 1.045
H 2.129 0.505 1.907
H 2.914 -0.126 0.751
O -0.674 -1.913 1.323
H -1.461 -2.458 1.402
H -0.040 -2.302 1.931
O -2.018 0.082 -0.997
H -2.498 0.732 -1.517
H -2.491 -0.743 -1.134
O 0.517 2.100 -0.842
H 0.668 2.487 -1.707
H 0.674 2.799 -0.201

Summary:
Kohn-Sham gap: 8.4 eV
highest occupied orbital energy: -11.93 eV
net charge: +1

Record 4
CdH2IO as an isolated structure, computed with ωB97M-V with the def2-TZVPD basis set.

Geometry (Å):
Cd 0.447 5.804 2.168
I -1.312 6.716 0.229
O 0.527 7.624 -3.089
H 0.899 8.297 -2.506
H -0.228 7.262 -2.611

Summary:
Kohn-Sham gap: 5.5 eV
highest occupied orbital energy: -14.19 eV
net charge: +1

Record 5
A 2-piece molecular cluster, Cl2FHOP overall, computed with ωB97M-V with the def2-TZVPD basis set.

Geometry (Å):
O -2.259 -0.143 0.364
F 0.703 0.322 -1.662
P 0.723 0.298 -0.051
Cl 1.594 -1.333 0.427
Cl 1.944 1.884 0.215
H -2.704 -1.028 0.707

Summary:
Kohn-Sham gap (alpha / beta): 7.5 / 9.6 eV
highest occupied orbital energy (alpha / beta): -17.16 / -16.18 eV
net charge: +1

Record 6
Cl2H2NP as an isolated structure, computed with ωB97M-V with the def2-TZVPD basis set.

Geometry (Å):
N 0.799 0.069 -0.309
P -0.473 -0.215 0.753
Cl 0.909 -1.411 -1.305
Cl 2.363 0.382 0.417
H -0.885 1.162 0.934
H -2.713 0.013 -0.490

Summary:
Kohn-Sham gap (alpha / beta): 8.0 / 8.2 eV
highest occupied orbital energy (alpha / beta): -8.95 / -9.73 eV
net charge: 0

Number 1: largest force on an atom 0.186 Eh/bohr. Number 2: largest force on an atom 0.215 Eh/bohr. Number 3: largest force on an atom 0.027 Eh/bohr. Number 4: largest force on an atom 0.032 Eh/bohr. Number 5: largest force on an atom 0.073 Eh/bohr. Number 6: largest force on an atom 0.054 Eh/bohr.